# 1
A 2-piece molecular cluster, CH4O4 overall at a distorted geometry. Source: the OMol25 dataset; level of theory: ωB97M-V/def2-TZVPD.

Positions of all 9 atoms, in Å:
O1 1.543170 -0.725252 -0.429995
O2 -1.799212 -0.518280 -0.546078
O3 -1.454418 0.868894 -0.662776
O4 0.353653 0.049264 1.324233
C1 1.245027 0.226018 0.487028
H1 -2.339418 -0.453298 0.267180
H2 -0.388677 0.931770 -0.569619
H3 2.113602 0.877896 0.664760
H4 0.726273 -1.257013 -0.534733

Forces on the atoms, in the same order (eV/Å):
O -0.9 1.0 -0.4
O 0.0 0.5 0.5
O 3.0 0.7 -0.4
O 1.6 1.3 -2.1
C 0.0 -2.9 3.4
H 0.5 -0.3 -0.4
H -4.0 -0.6 -0.2
H -0.5 0.5 -0.6
H 0.3 -0.1 0.1

Properties
Net charge ... 0
Structure (SMILES) ... O=CO.OO
Relative energy (zero: lowest compared OMol25 entry of this formula, charge and spin) ... 4.058 eV
E ... -9288.2288 eV
HOMO level ... -10.56 eV


# 2
One molecule with the formula CH4O4Si at a distorted geometry. Source: the OMol25 dataset; level of theory: ωB97M-V/def2-TZVPD.

Positions of all 10 atoms, in Å:
Si1 -0.007880 0.773069 0.860585
O1 -1.043556 0.365585 -0.477071
O2 -0.091610 -2.762903 -1.884026
O3 1.333293 -1.024411 -1.269394
O4 -0.899437 -0.919764 -1.108370
C1 0.246951 -1.524463 -1.400742
H1 -1.006797 -2.955827 -1.494745
H2 -0.185931 -0.519250 1.479776
H3 1.382674 0.997141 0.392639
H4 -0.646540 2.084278 0.918102

Forces on the atoms, in the same order (eV/Å):
Si 0.3 -0.5 -2.8
O 1.1 0.0 -0.8
O -0.9 0.7 1.4
O -0.6 -1.1 -0.4
O -2.5 -0.1 0.6
C 1.2 0.7 0.1
H 1.7 0.3 -1.0
H 0.1 -0.1 1.4
H -0.1 0.0 0.5
H -0.3 0.1 1.0

Properties
Net charge ... 0
Structure (SMILES) ... O=C(O)OO[SiH3]
Relative energy (zero: lowest compared OMol25 entry of this formula, charge and spin) ... 6.221 eV
E ... -17166.4572 eV
HOMO level ... -10.78 eV


# 3
One molecule with the formula CH4OP2 at a distorted geometry. Source: the OMol25 dataset; level of theory: ωB97M-V/def2-TZVPD.

Positions of all 8 atoms, in Å:
P1 1.519674 -0.243989 0.244534
P2 -1.177030 1.096738 0.142004
O1 2.232650 0.652780 -0.623601
C1 -0.138176 -0.298860 0.294904
H1 -2.327062 0.411687 0.147103
H2 1.350218 -1.723854 -0.023857
H3 -0.336941 -1.005204 1.087358
H4 -1.123332 1.110705 -1.268443

Forces on the atoms, in the same order (eV/Å):
P -1.5 -3.4 0.1
P 0.4 1.5 -0.7
O 1.8 1.6 -1.4
C 0.3 0.3 1.5
H -1.8 -0.8 0.2
H 1.3 0.9 0.3
H -0.5 -0.5 0.0
H 0.0 0.4 -0.1

Properties
Net charge ... 0
Relative energy (zero: lowest compared OMol25 entry of this formula, charge and spin) ... 1.866 eV
E ... -21724.1420 eV
HOMO level ... -8.98 eV


# 4
A 2-piece molecular cluster, CH4OS overall at a distorted geometry. Source: the OMol25 dataset; level of theory: ωB97M-V/def2-TZVPD.

Positions of all 7 atoms, in Å:
S1 -1.774067 0.078330 0.135134
O1 1.366311 -0.005917 0.112503
C1 2.491925 0.022306 -0.284571
H1 3.313412 -0.642526 0.073842
H2 3.054779 0.885780 -0.708151
H3 -1.384915 -0.550734 -0.994652
H4 -2.339557 -1.124100 0.364108

Forces on the atoms, in the same order (eV/Å):
S -0.3 -1.0 -0.5
O 0.0 -0.1 -0.8
C 2.2 0.9 1.8
H -0.8 -1.0 -0.3
H -1.2 0.3 -0.8
H 0.3 0.7 0.0
H -0.2 0.4 0.5

Properties
Net charge ... 0
Structure (SMILES) ... C=O.S
Relative energy (zero: lowest compared OMol25 entry of this formula, charge and spin) ... 0.784 eV
E ... -13983.0046 eV
HOMO level ... -9.27 eV